(1)
{"formula": "C43H47BBiF2N8S2Se", "method": "wB97M-V/def2-TZVPD", "symbols": ["Bi", "Se", "S", "S", "F", "F", "N", "N", "N", "N", "N", "N", "N", "N", "C", "C", "C", "C", "C", "C", "C", "C", "C", "C", "C", "C", "C", "C", "C", "C", "C", "C", "C", "C", "C", "C", "C", "C", "C", "C", "C", "C", "C", "C", "C", "C", "C", "C", "C", "C", "C", "C", "C", "C", "C", "C", "C", "B", "H", "H", "H", "H", "H", "H", "H", "H", "H", "H", "H", "H", "H", "H", "H", "H", "H", "H", "H", "H", "H", "H", "H", "H", "H", "H", "H", "H", "H", "H", "H", "H", "H", "H", "H", "H", "H", "H", "H", "H", "H", "H", "H", "H", "H", "H", "H"], "xyz": [[0.49398, -0.38896, -0.03256], [1.71837, -1.98602, 4.18229], [-1.66323, 3.89569, 0.29133], [-1.09092, 1.18188, -1.30685], [0.24557, 2.93386, 2.03096], [-1.79079, 3.39480, 2.94713], [0.84916, -1.86125, -2.35948], [2.19869, -1.27763, 2.63070], [0.50818, 4.89574, -0.97663], [-0.55562, -0.07217, 1.73027], [1.23786, -2.94011, 0.16987], [1.24374, 2.37007, -2.14387], [2.88829, -1.10377, 5.13954], [-1.33088, -2.02273, -0.59059], [-1.18936, -3.28677, 0.15159], [-2.20235, 1.77313, 5.84893], [3.83558, 0.40421, 1.93574], [-0.93277, 2.17062, 6.24450], [-0.37655, -2.49978, -2.85105], [5.21458, 1.30166, 3.74202], [-1.42077, -0.12173, 2.65296], [-3.61104, -0.79056, 1.61440], [2.76062, -0.30004, -5.99633], [4.08682, 7.43172, 0.83043], [0.01024, 1.08345, 4.32089], [3.31377, 0.84153, -3.52606], [2.39657, -2.99202, -0.71698], [2.05683, 6.14404, 0.54193], [-4.82084, -2.72888, 2.37267], [-2.78646, -2.06547, 3.47964], [3.94240, 5.20986, 1.72790], [-1.26094, 0.67504, 3.91693], [-2.63592, -1.00974, 2.58349], [0.18655, -3.93495, -0.02206], [4.25122, 0.01570, -4.14223], [0.03351, 2.55646, -1.38998], [-2.36662, 1.02118, 4.69453], [2.19844, 3.45940, -1.93847], [0.65584, 6.01019, -0.02914], [2.78785, 7.31139, 0.34367], [-0.21775, 3.72932, -0.73977], [-1.61384, -2.12747, -2.03315], [3.56044, -0.33622, 4.30306], [-3.86621, -2.93158, 3.36426], [3.17611, -0.42729, 2.89970], [2.64443, 5.09539, 1.24713], [1.48260, 4.80149, -2.04096], [0.17607, 1.81992, 5.48246], [2.01039, -2.75115, -2.19018], [2.10040, 1.12692, -4.15004], [1.83421, 0.53843, -5.38798], [4.67083, 6.37532, 1.51372], [3.97972, -0.55604, -5.37751], [4.61592, 0.54998, 4.69417], [-4.70042, -1.64826, 1.50800], [4.81382, 1.23815, 2.36156], [1.07977, 2.08410, -3.57176], [-1.01127, 3.36004, 1.87325], [3.08797, -2.21258, -0.37979], [1.16952, 2.12162, 5.79458], [5.68865, 6.46068, 1.87999], [-3.36023, 0.71668, 4.38317], [-5.66332, -3.40379, 2.28451], [0.39306, 6.93861, -0.53913], [4.63758, 8.35311, 0.67520], [2.99108, 3.39414, -2.68231], [0.26575, -4.75975, 0.68865], [2.08133, 4.18707, 1.43355], [4.38371, 4.38938, 2.28464], [0.85898, 0.82430, 3.69841], [-5.45776, -1.46652, 0.75370], [0.28233, -4.36866, -1.01731], [-0.24446, -3.58004, -2.82935], [-2.39396, -2.87311, -2.22675], [-3.06441, 2.04642, 6.44434], [1.80489, -3.70997, -2.66586], [-1.96697, -3.99752, -0.14054], [0.98266, 4.86743, -3.01604], [0.08134, 1.69473, -3.74172], [-2.08324, -1.50011, -0.15763], [3.53853, 0.36541, 0.89308], [-0.57415, -2.23557, -3.89283], [-0.80563, 2.75911, 7.14580], [1.14525, 3.02337, -4.13839], [2.53536, -0.74488, -6.95880], [1.09003, -1.06580, -2.93454], [5.20114, -0.17499, -3.65364], [4.71260, -1.19663, -5.85631], [2.19270, 5.61933, -1.95686], [2.63953, 3.37034, -0.94478], [-3.96960, -3.76141, 4.05520], [-2.04919, -2.20995, 4.26493], [2.87243, -2.33317, -2.69627], [5.30994, 1.88489, 1.64614], [4.90968, 0.60084, 5.73624], [-3.53028, 0.08294, 0.96807], [-1.98684, -1.15928, -2.35532], [6.01605, 1.97649, 4.02212], [2.33314, 8.13855, -0.19453], [2.92783, -3.94590, -0.65561], [-1.33006, -3.04705, 1.20522], [0.89237, 0.75592, -5.88972], [3.53481, 1.27246, -2.55539], [1.53418, -2.85003, 1.13157], [-0.06014, 5.87469, 0.77180]], "forces_ev_per_a": [[-0.2, -0.1, -0.4], [-0.4, -0.4, 0.1], [0.0, 0.1, 0.0], [0.3, 0.0, -0.2], [-0.3, 0.2, -0.1], [0.1, 0.1, -0.3], [0.1, 0.1, 0.1], [0.2, 0.0, 0.0], [-0.1, -0.1, 0.1], [-0.3, 0.2, 0.8], [-0.1, 0.0, 0.0], [-0.1, -0.1, 0.1], [0.2, 0.1, 0.0], [0.1, 0.0, -0.2], [0.2, 0.1, -0.1], [0.0, 0.0, 0.0], [0.0, 0.0, 0.1], [0.0, 0.0, 0.0], [0.0, 0.0, 0.0], [0.0, 0.1, 0.0], [0.2, -0.1, 0.0], [0.0, 0.1, -0.1], [0.0, 0.1, 0.1], [-0.1, 0.0, 0.0], [0.0, 0.0, 0.0], [0.0, -0.1, 0.0], [-0.1, 0.1, 0.0], [0.0, 0.0, -0.1], [0.1, 0.0, 0.0], [0.0, -0.1, 0.0], [0.0, 0.0, 0.0], [0.0, -0.1, 0.0], [0.1, 0.0, 0.0], [0.0, 0.2, -0.1], [0.0, 0.0, 0.0], [0.2, 0.3, 0.0], [0.0, -0.1, 0.0], [-0.1, 0.0, 0.1], [0.2, -0.3, -0.1], [0.0, 0.0, 0.0], [0.2, 0.1, -0.1], [0.1, -0.1, 0.1], [0.0, 0.1, -0.2], [0.0, 0.0, 0.0], [0.1, 0.1, 0.2], [0.1, 0.0, 0.1], [-0.1, -0.1, 0.0], [0.0, 0.0, -0.1], [-0.2, 0.0, 0.1], [0.0, -0.1, 0.1], [0.0, 0.0, -0.1], [0.0, 0.0, 0.0], [0.0, 0.0, 0.0], [0.0, 0.0, 0.0], [0.0, 0.0, 0.0], [0.0, 0.0, 0.0], [0.0, 0.1, 0.1], [0.3, -0.2, 0.3], [0.0, 0.0, 0.0], [-0.1, 0.0, 0.0], [-0.1, 0.0, 0.0], [0.1, 0.0, 0.0], [0.0, 0.0, 0.0], [0.0, 0.0, 0.0], [0.0, -0.1, 0.0], [0.0, -0.1, 0.0], [0.0, -0.1, 0.0], [0.0, 0.0, 0.0], [0.0, 0.0, 0.0], [0.0, 0.1, 0.0], [0.0, 0.0, 0.1], [0.0, 0.0, 0.1], [0.1, 0.0, 0.0], [0.0, 0.1, 0.1], [0.0, 0.0, 0.0], [0.0, 0.0, -0.1], [-0.1, 0.0, 0.0], [0.0, 0.1, 0.0], [-0.1, -0.1, 0.0], [-0.2, 0.0, 0.1], [0.0, 0.0, 0.1], [0.0, 0.0, 0.0], [0.0, -0.1, 0.0], [-0.1, 0.0, 0.0], [0.0, 0.0, 0.1], [0.1, 0.0, -0.2], [-0.1, 0.0, 0.0], [-0.1, 0.1, 0.0], [0.0, 0.1, 0.0], [0.1, 0.0, 0.0], [0.0, 0.1, -0.1], [-0.1, 0.0, -0.1], [0.2, 0.1, -0.2], [0.0, -0.1, 0.1], [-0.1, 0.0, -0.1], [0.0, -0.1, 0.0], [0.0, 0.1, 0.0], [-0.1, 0.0, -0.1], [0.1, -0.1, 0.0], [0.1, 0.0, 0.0], [-0.1, 0.0, 0.1], [0.1, 0.0, 0.1], [0.0, -0.1, -0.1], [0.1, -0.1, 0.1], [-0.1, 0.0, 0.1]], "de_lowest_kj_mol": 60.6, "energy_ha": -5741.74796, "charge": 1, "e_homo_ha": -0.343, "e_lumo_ha": -0.115, "homo_lumo_gap_ev": 6.192}



(2)
{"formula": "C4H14N2O2", "method": "wB97M-V/def2-TZVPD", "symbols": ["O", "O", "N", "N", "C", "C", "C", "C", "H", "H", "H", "H", "H", "H", "H", "H", "H", "H", "H", "H", "H", "H"], "xyz": [[-0.18663, -1.82229, 1.15704], [2.59768, 1.46708, -1.24820], [-2.35749, 0.75166, -1.09940], [0.19246, -0.27353, -1.59402], [0.79008, 0.07724, 2.32298], [0.59856, -0.64756, 0.91549], [-1.71439, 0.04921, -0.02272], [-0.18291, 0.12125, -0.19199], [1.92641, 0.22344, 2.49319], [-0.28010, -1.99680, 2.10932], [0.31678, 1.05564, 2.25203], [1.85615, 0.90945, -1.65087], [-2.45507, 1.74828, -0.79795], [0.14140, 1.32931, -0.05561], [-0.49893, 0.07818, -2.26520], [-2.04644, 0.26854, 1.03565], [-3.13424, 0.32528, -1.55699], [0.28581, -1.27319, -1.68346], [-2.07147, -1.01169, -0.07553], [0.38330, -0.48704, 3.14697], [1.54790, -1.09160, 0.56112], [2.94724, 1.81617, -2.07198]], "forces_ev_per_a": [[-0.6, -1.0, 0.6], [-1.3, -0.9, -1.2], [0.8, 2.5, 1.0], [0.4, 0.8, 1.0], [2.1, 0.6, -2.1], [-0.5, -0.9, 1.0], [-0.5, -2.2, 0.9], [0.9, 3.0, -0.1], [-1.9, -0.1, -0.1], [0.2, 0.2, -0.7], [0.1, 0.1, 0.4], [0.7, 0.4, 1.2], [-0.5, -1.3, -1.1], [-0.8, -3.1, -0.5], [0.2, -0.2, 0.6], [0.4, 0.6, -1.0], [-0.5, 0.1, 0.3], [-0.1, -0.2, 0.1], [0.8, 0.6, -0.2], [-0.2, -0.2, 0.2], [-0.1, 1.0, -0.1], [0.5, 0.4, 0.1]], "de_lowest_kj_mol": 144.8, "energy_ha": -420.74996, "smiles": "C[C@@H](O)[C@@H](N)CN.O", "e_homo_ha": -0.338, "e_lumo_ha": 0.032, "homo_lumo_gap_ev": 10.085}



(3)
{"formula": "BrH2NO2P", "method": "wB97M-V/def2-TZVPD", "symbols": ["Br", "P", "O", "O", "N", "H", "H"], "xyz": [[-3.32316, 0.35342, -0.25018], [-1.63426, -0.86856, 0.58302], [-1.29238, -3.37137, -0.95652], [-1.71146, -0.78781, 2.04705], [-0.34331, 0.13867, 0.07843], [0.04179, -0.09508, -0.82316], [0.36356, 0.23794, 0.79522]], "forces_ev_per_a": [[-1.0, 0.5, -0.5], [0.9, -0.9, -1.2], [0.0, 0.8, 0.4], [0.1, -0.1, 1.3], [-0.1, -0.1, 0.1], [0.1, -0.1, -0.1], [0.0, -0.1, 0.0]], "de_lowest_kj_mol": 603.8, "energy_ha": -3121.76883, "charge": -1, "e_homo_ha": [-0.142, -0.141], "e_lumo_ha": [0.091, 0.133], "homo_lumo_gap_ev": [6.344, 7.455]}